Here is a structure of composition C5H6N2O from OMol25. Energies are from the ωB97M-V functional and the def2-TZVPD basis.

Kohn-Sham gap (spin up / spin down): 7.91 / 7.91 eV
energy above the lowest of the compared OMol25 structures with the same formula, charge and spin: 4.5716 eV
E_LUMO (spin up / spin down): -1.4 / -1.4 eV

Last column: natural (NBO) charge in e.
Geometry (Å):
C  2.30  0.26  1.12  -0.076
C  1.05  -0.31  1.13  -0.167
C  0.97  1.75  0.28  0.132
C  -2.25  -0.98  -1.72  -0.459
C  -1.55  -0.75  -0.60  0.112
N  2.23  1.55  0.65  -0.430
N  0.29  0.65  0.53  -0.054
O  -1.39  0.42  0.00  -0.333
H  3.21  -0.12  1.45  0.208
H  0.78  -1.29  1.51  0.239
H  0.55  2.62  -0.09  0.212
H  -2.26  -2.05  -2.01  0.226
H  -2.93  -0.10  -2.10  0.223
H  -1.00  -1.64  -0.15  0.168